(1)
Here is 13 unconnected molecules or ions with the total composition C13H52N22O13 from OMol25. Energies are from ωB97M-V/def2-TZVPD.

Computed properties:
Maximum force, eV/Å: 5.035
ΔE to the lowest compared entry with this formula, charge and spin, kcal per mole: 0.00
HOMO level, hartree: -0.351
M, u: 724.7
Orbital gap, eV: 9.9

The geometry in XYZ format:
```
100
Properties=species:S:1:pos:R:3:forces:R:3:mulliken_charge:R:1
C -5.83849 -4.31328 -2.27398 -0.3 -0.8 0.2 -0.72
O -4.87020 -3.83204 -1.34722 -0.3 0.2 0.1 -0.44
H -6.66187 -4.90670 -1.81020 0.9 0.1 0.3 0.27
H -6.41130 -3.55320 -2.75850 0.0 1.0 -0.5 0.26
H -5.36376 -4.95282 -3.03690 -0.1 0.3 0.3 0.27
H -4.74541 -2.86666 -1.41338 -0.2 -0.6 -0.4 0.29
C -3.24549 -3.38178 1.55556 0.7 -2.1 0.3 -0.60
O -1.94563 -3.16464 2.12253 -0.5 0.2 -0.2 -0.52
H -3.50384 -2.75442 0.71623 0.0 0.5 -0.1 0.11
H -3.29070 -4.44316 1.20135 0.0 0.8 0.0 0.24
H -3.97940 -3.34449 2.35518 -0.2 0.4 0.0 0.36
H -1.42075 -2.60169 1.52591 -0.2 0.1 0.2 0.35
C -0.12181 -0.03678 0.75599 -0.8 -1.2 -1.0 -0.40
O -0.87080 -0.96698 1.12985 0.5 0.4 -0.6 -0.18
N 0.37940 0.05114 -0.52466 -0.6 -0.5 0.8 0.72
N 0.21549 0.95232 1.59220 -0.4 -0.8 0.8 0.90
H 1.05676 0.75366 -0.73972 0.2 0.4 -0.1 -0.15
H 0.13114 -0.59015 -1.27495 -0.1 0.1 0.8 -0.13
H -0.18964 0.98303 2.52225 0.0 -0.2 -0.2 0.17
H 0.53282 1.78560 1.20165 1.0 1.5 -0.4 -0.43
C 3.70529 -1.74907 -0.40895 0.2 0.3 -1.0 0.59
O 3.85508 -2.59592 0.46309 -0.1 -0.8 -0.4 -0.75
N 3.61181 -0.44948 -0.08966 0.4 0.2 -0.5 -0.24
N 3.67804 -1.90755 -1.78022 -0.1 -0.7 -0.6 -0.38
H 3.30317 0.23422 -0.73895 -0.3 0.5 -0.4 0.00
H 3.49547 -0.25917 0.85772 -0.2 0.5 1.7 0.24
H 3.51139 -1.08924 -2.35059 0.0 -0.2 0.2 0.10
H 3.64093 -2.77832 -2.31047 0.1 0.3 1.0 0.23
C 1.30608 4.11305 2.29589 0.0 2.0 -1.1 0.58
O 1.62132 3.61844 1.17749 0.0 -0.3 1.6 -0.71
N 0.44448 5.20704 2.24115 0.1 -0.9 0.0 -0.45
N 1.87914 3.84145 3.49367 -1.0 -0.1 -0.9 -0.34
H 0.08919 5.40524 1.29054 0.0 -0.1 1.4 0.27
H 0.01627 5.53227 3.10750 0.0 0.1 -0.9 0.20
H 2.42404 2.97998 3.47615 0.4 -0.4 0.7 0.31
H 1.41380 4.10507 4.36596 0.4 -0.2 -0.7 0.25
C 2.23725 -2.55456 3.68624 -0.9 1.4 -2.0 0.35
O 1.63560 -2.68643 4.71867 -1.3 -0.1 1.4 -0.69
N 1.73023 -1.97132 2.48920 0.1 -0.9 1.0 0.11
N 3.53511 -2.76182 3.57950 3.0 -1.5 -0.6 -0.27
H 2.21833 -2.29856 1.66267 0.2 0.1 0.0 0.22
H 0.75653 -2.16082 2.36902 -0.8 0.3 0.2 -0.06
H 3.88704 -2.82429 2.63058 0.2 0.1 0.1 0.21
H 4.01446 -3.37850 4.23359 -0.6 0.4 -0.1 0.28
C -1.17212 -2.27849 -4.06826 0.6 0.0 0.9 0.15
O -0.13731 -2.53413 -4.69527 -0.8 0.2 -0.4 -0.75
N -1.20205 -2.33263 -2.71506 -0.8 0.3 2.2 -0.04
N -2.35727 -1.81547 -4.56573 2.4 -0.4 -1.5 -0.21
H -0.55503 -2.88772 -2.14564 -0.4 0.5 -0.9 0.18
H -2.08208 -1.99206 -2.25563 1.2 -0.7 -0.5 0.21
H -3.15071 -1.78162 -3.98959 -1.2 0.0 0.6 0.31
H -2.37689 -1.91022 -5.55027 -0.6 0.1 -0.8 0.18
C 2.97911 0.74948 4.70508 2.0 0.9 -0.9 0.70
O 3.36034 1.62489 3.90951 0.1 -0.8 -0.4 -0.82
N 3.66643 -0.33377 4.99441 1.3 -2.3 1.3 -0.43
N 1.90810 0.88194 5.44002 -4.7 0.3 1.7 -0.42
H 4.58915 -0.40226 4.60074 -0.1 -0.3 0.1 0.22
H 3.27874 -1.08967 5.62895 0.9 1.5 -1.5 0.23
H 1.71178 0.18999 6.17492 0.3 0.4 -0.8 0.27
H 1.05648 1.06129 4.88980 0.2 0.3 0.6 0.11
C -1.70899 -0.12816 4.21636 -1.3 1.0 -2.4 0.40
O -1.13958 0.93453 4.51808 -0.3 -0.7 0.2 -0.72
N -2.83037 -0.13436 3.31571 1.8 -0.4 3.6 -0.42
N -1.33945 -1.35312 4.54008 0.9 -2.2 1.2 -0.21
H -3.04919 0.73931 2.97679 -0.5 1.9 -1.0 0.29
H -2.88892 -0.90801 2.72720 -0.1 -1.2 -1.2 0.20
H -0.55464 -1.54934 5.18907 -0.7 0.4 -1.0 0.18
H -1.78062 -2.18621 4.10164 0.5 1.1 0.3 0.19
C 2.76817 2.90559 -1.85526 -1.2 -0.1 -2.8 0.49
O 1.99899 1.94599 -1.62344 0.4 0.7 -0.4 -0.44
N 2.78061 3.48754 -3.14393 0.2 -0.4 1.7 -0.29
N 3.51485 3.44373 -0.92463 1.5 0.9 -0.1 -0.33
H 2.57583 2.89451 -3.93179 -0.1 -0.5 -0.3 0.16
H 3.42566 4.23053 -3.36652 0.0 -0.1 0.3 0.19
H 4.21634 4.13284 -1.17652 -0.4 -0.3 0.4 0.20
H 3.26444 3.24960 0.01927 -0.1 0.1 0.9 0.17
C -3.90868 0.06430 -2.09226 0.4 0.1 2.6 0.60
O -3.78117 -1.13668 -2.41947 -0.8 0.3 0.5 -0.78
N -3.98736 0.44427 -0.78413 0.2 0.4 0.0 -0.51
N -3.97615 1.03965 -2.96404 -0.4 -0.5 -2.9 -0.39
H -3.73482 1.41692 -0.56211 -0.2 -0.7 -0.2 0.34
H -3.60628 -0.26607 -0.20525 0.3 -0.3 0.9 0.12
H -3.90834 2.06981 -2.79330 0.0 -1.5 -0.2 0.30
H -4.07179 0.46717 -3.83446 0.2 2.3 0.1 0.27
C 1.85188 0.58746 -5.34452 0.4 -0.6 0.9 0.65
O 2.49395 1.60767 -5.56801 -0.4 1.0 0.4 -0.76
N 2.20793 -0.55223 -5.96631 0.3 0.6 -0.6 -0.35
N 0.88559 0.48098 -4.35698 0.8 1.5 -0.5 -0.04
H 2.97185 -0.50980 -6.62719 -0.4 0.0 0.2 0.21
H 1.76159 -1.38795 -5.73355 -0.7 -1.5 0.2 0.19
H 0.77672 1.32813 -3.81271 -0.1 -0.4 -0.1 -0.10
H 0.26784 -0.28108 -4.18629 0.0 -0.6 -0.3 0.26
C -1.62703 3.13831 -1.43101 1.8 1.6 2.0 0.50
O -2.83796 3.20040 -1.48923 -1.4 -0.6 -0.6 -0.81
N -0.76820 3.29110 -2.50315 -1.8 -0.4 1.4 -0.34
N -0.99462 3.15740 -0.17364 0.3 -0.1 -1.2 -0.03
H -1.30098 3.29425 -3.37777 1.3 -0.3 0.2 0.28
H 0.15718 2.96973 -2.24608 0.3 -0.1 -1.3 -0.04
H 0.02692 3.32268 -0.11148 -1.0 -0.3 0.2 -0.10
H -1.53447 3.01034 0.68391 0.4 0.2 -0.9 0.18
```
Forces are in eV/Å.

***

(2)
Here is a molecular structure, C13H57F3N11O18Y from OMol25. Energies are from ωB97M-V/def2-TZVPD.

Computed properties:
Maximum force, eV/Å: 7.994
ΔE to the lowest compared entry with this formula, charge and spin, kcal per mole: 429.98
Charge: +2
HOMO level, hartree: -0.445
M, u: 801.6
Orbital gap, eV: 1.2

The geometry in XYZ format:
```
103
Properties=species:S:1:pos:R:3:forces:R:3:mulliken_charge:R:1
Y 4.68532 -2.88764 5.28149 -0.3 0.2 -0.5 1.35
C 1.22840 -1.03883 0.33056 -0.2 1.2 4.4 0.05
O 0.15061 -0.34769 0.99451 1.3 -1.8 -1.2 -0.24
O 2.20129 -1.26819 1.31570 -2.4 -0.2 -4.0 -0.43
C 0.66362 -2.20326 -0.62602 1.3 -0.7 -0.9 0.83
F 0.19135 -3.15801 0.09315 -0.2 -1.6 1.8 -0.23
F -0.30203 -1.94989 -1.49519 0.2 1.6 -0.1 -0.22
F 1.72369 -2.64693 -1.33644 -0.2 0.3 0.4 -0.24
C -0.72826 0.47540 0.26954 -2.4 0.7 0.9 -0.11
C -2.06178 0.45912 1.08152 1.0 0.6 0.6 -1.28
H -1.96869 0.90211 2.07308 0.3 0.4 -0.1 0.33
H -2.80414 1.04117 0.53540 -0.2 -0.4 0.0 0.41
H -2.34568 -0.55755 1.35333 -0.3 -0.1 -0.8 0.31
H -1.09340 0.18801 -0.71645 1.1 -0.6 -0.3 0.30
H -0.29826 1.47619 0.22930 -0.1 0.1 -0.1 0.32
H 1.60803 -0.31111 -0.38666 0.9 0.5 -0.6 0.38
C 6.98899 4.45813 0.16124 -0.6 -1.9 0.2 -1.30
C 7.05771 4.90493 -1.26104 1.3 -1.1 -0.7 0.69
C 5.95067 4.46112 -2.18981 -0.1 -0.8 -0.5 -1.02
O 6.00447 3.06789 -2.48680 -0.9 0.4 -0.6 -0.30
C 4.97254 2.66814 -3.42555 0.1 -0.5 0.9 -0.78
N 7.04696 6.28421 -1.24057 -0.6 3.2 -0.8 -0.57
H 7.52316 5.06449 0.89273 -0.1 0.1 -0.4 0.40
H 7.34635 3.42868 0.18666 0.0 -0.1 0.4 0.27
H 5.91714 4.42701 0.35694 0.0 0.1 0.7 0.31
H 8.00326 4.63724 -1.73263 0.3 -0.8 0.0 0.33
H 6.04201 4.99907 -3.13341 0.3 0.2 -0.2 0.36
H 4.99583 4.79341 -1.78244 -0.5 -0.3 0.3 0.42
H 4.94967 3.09386 -4.42871 0.8 0.5 0.0 0.32
H 3.97909 2.86947 -3.02475 -0.1 0.1 0.3 0.32
H 5.07622 1.58907 -3.53942 0.1 0.1 0.0 0.26
H 6.46393 6.61982 -1.99391 0.1 0.8 0.0 0.21
H 7.96033 6.71151 -1.29767 -0.1 0.2 0.2 0.27
O 7.57406 -0.68926 3.96664 -0.5 -0.5 0.3 -0.61
H 8.31007 -0.30306 4.44137 0.2 0.1 0.2 0.32
H 7.68080 -0.38124 3.06667 0.0 0.1 -0.4 0.32
O -7.73923 -1.50333 3.73997 0.2 0.2 -0.1 -0.63
H -8.08789 -2.22147 3.21181 -0.2 -0.2 -0.2 0.32
H -7.83149 -1.80367 4.64414 -0.1 0.0 0.3 0.32
O 2.06306 -5.37127 4.28233 0.6 0.6 0.3 -0.61
H 2.19143 -6.12565 3.70730 0.2 -0.4 -0.3 0.33
H 1.11267 -5.27513 4.34354 -0.4 0.1 0.1 0.31
O -7.69372 0.55821 -0.53816 0.1 0.1 -0.2 -0.62
H -8.13242 -0.29148 -0.49574 -0.2 -0.2 0.0 0.31
H -7.13457 0.57865 0.23847 0.1 0.1 0.2 0.30
O -3.45443 -6.12031 -0.29712 -0.2 0.2 -0.2 -0.62
H -2.50188 -6.03126 -0.26634 0.2 0.0 0.0 0.31
H -3.66202 -6.72551 0.41483 -0.1 -0.2 0.2 0.32
O -2.32657 -4.34730 4.07513 0.4 0.0 0.0 -0.63
H -2.90274 -3.61973 3.84084 -0.1 0.2 -0.1 0.31
H -2.90791 -4.99520 4.47325 -0.2 -0.2 0.1 0.32
O -7.94391 2.83366 3.91681 -0.1 0.0 0.1 -0.63
H -7.15775 3.31247 3.65428 0.2 0.3 -0.1 0.31
H -7.73057 1.91473 3.75472 0.0 -0.3 0.0 0.31
O 2.55760 -8.57265 1.47274 0.1 0.4 0.4 -0.66
H 2.01851 -9.35118 1.61238 -0.1 -0.3 0.0 0.33
H 2.47902 -8.39116 0.53619 0.0 0.0 -0.4 0.34
O 7.89824 -1.32439 -0.67706 0.1 0.2 0.2 -0.62
H 6.95526 -1.38895 -0.52595 -0.3 0.0 -0.1 0.30
H 8.22089 -2.21869 -0.56588 0.2 -0.2 -0.1 0.32
O -1.77864 7.09467 -0.53026 0.2 0.1 0.1 -0.64
H -2.55874 6.72575 -0.11605 -0.3 0.0 0.2 0.32
H -1.64340 6.55605 -1.30989 0.0 -0.1 -0.2 0.32
C -5.59987 -4.71168 -5.02382 -0.5 0.4 -2.3 0.71
O -5.91283 -4.55062 -6.16290 -0.9 0.6 -3.4 -0.59
N -4.99900 -3.82333 -4.31575 2.8 3.9 3.5 -0.33
N -5.82346 -5.79372 -4.37763 -1.0 -5.1 3.2 -0.35
H -4.74387 -2.89027 -4.60628 -0.3 -0.5 -0.4 0.20
H -4.61757 -4.12719 -3.43128 0.0 0.4 -0.2 0.12
H -5.57384 -5.84067 -3.40008 -0.2 -0.3 -0.2 0.13
H -6.15978 -6.65038 -4.79371 0.0 0.5 -0.2 0.21
C 2.54891 2.59163 5.86452 2.8 -2.6 -0.1 0.64
O 3.39476 1.74382 5.86220 2.5 -3.3 0.0 -0.70
N 1.78253 2.83308 4.89556 -4.1 0.4 -6.8 -0.37
N 2.31847 3.35275 6.82212 -1.0 4.5 6.1 -0.35
H 1.88216 2.22418 4.09592 -0.1 0.5 0.0 0.20
H 1.38672 3.75346 4.76778 -0.1 -0.5 -0.3 0.19
H 2.90697 3.30835 7.64175 -0.4 0.5 -0.1 0.22
H 1.61035 4.04323 6.61742 0.3 0.2 1.4 0.16
C 3.76593 -8.74782 -3.81983 -4.6 -1.7 3.6 0.67
O 2.80030 -9.04713 -3.07569 0.8 1.0 -0.7 -0.70
N 4.05035 -7.57926 -4.28354 0.3 4.9 -1.1 -0.37
N 4.59678 -9.62905 -4.22925 2.9 -3.1 -1.3 -0.37
H 3.51908 -6.78068 -3.96711 0.2 -0.2 -0.2 0.21
H 4.96049 -7.43966 -4.69859 -0.5 0.5 0.1 0.17
H 4.53228 -10.55122 -3.82238 0.5 0.2 -0.4 0.23
H 5.36643 -9.21177 -4.73286 0.4 -1.5 0.0 0.16
C -4.60780 7.28512 3.91553 -1.7 -1.1 -2.3 0.67
O -4.78730 6.40754 3.07415 -0.3 0.6 0.0 -0.66
N -3.47303 7.45310 4.53168 3.8 0.2 2.4 -0.34
N -5.47013 8.24223 4.30999 -1.8 1.0 0.5 -0.37
H -3.46499 8.06170 5.33768 0.6 -0.1 -0.4 0.15
H -2.59689 7.07873 4.19652 -0.5 -0.2 0.1 0.20
H -6.36131 8.44585 3.88055 0.2 -0.6 0.1 0.21
H -5.25606 8.73969 5.16252 -0.3 0.1 -0.4 0.15
C -5.13188 1.88893 -6.08186 0.7 -0.1 2.6 0.67
O -4.04198 1.62787 -5.64210 2.2 -0.8 0.2 -0.64
N -6.18411 1.97011 -5.31931 -3.0 -0.6 3.7 -0.38
N -5.45506 2.24172 -7.26594 0.4 1.2 -5.1 -0.37
H -6.06768 1.64251 -4.37103 -0.5 0.3 -0.1 0.19
H -7.02217 2.44402 -5.62453 0.1 -0.3 0.6 0.16
H -4.66085 2.66778 -7.72180 -0.6 0.1 -0.9 0.24
H -6.41304 2.55371 -7.33683 0.7 0.3 -1.1 0.19
```
Forces are in eV/Å.

***

(3)
Here is a molecular structure, C13H5Cl4NO2PtSSbSe4 from OMol25. Energies are from ωB97M-V/def2-TZVPD.

Computed properties:
Maximum force, eV/Å: 1.504
ΔE to the lowest compared entry with this formula, charge and spin, kcal per mole: 14.39
Charge: +1
HOMO level (alpha / beta), hartree: -0.390 / -0.386
M, u: 1013.7
Orbital gap (alpha / beta), eV: 4.8 / 4.7

The geometry in XYZ format:
```
32
Properties=species:S:1:pos:R:3:forces:R:3:mulliken_charge:R:1
Pt -0.41804 0.75070 -0.35882 -0.8 -0.1 0.3 0.72
Cl 5.98850 -0.54380 2.17265 0.0 0.0 0.0 -0.10
C 4.30668 -0.38097 2.12609 0.0 0.0 0.0 0.59
C 3.58741 -0.28968 3.42276 0.0 0.0 0.1 0.32
Cl 4.50550 -0.37909 4.84816 0.0 0.0 0.0 -0.11
C 2.25109 -0.14377 3.48237 0.0 0.0 0.0 0.03
Cl 1.37648 -0.03233 4.93278 0.0 0.0 0.0 -0.12
C 1.47616 -0.08548 2.23999 0.0 0.0 -0.1 0.29
O 0.27955 0.00485 2.17815 -0.1 0.0 0.2 -0.57
C 2.23902 -0.17774 0.90605 0.0 -0.1 0.0 0.79
O 1.59293 -0.13801 -0.13223 -0.1 0.3 0.1 -0.71
C 3.67075 -0.33062 0.93061 0.0 -0.1 0.0 -0.26
Cl 4.47789 -0.42260 -0.56843 0.0 0.0 0.0 -0.13
S -1.23925 -3.47421 -1.81694 0.0 0.0 0.0 -0.17
C -0.41552 -2.02858 -1.46615 -0.1 0.0 0.1 -0.01
N -1.06963 -1.17263 -0.73204 0.2 -0.2 -0.3 -0.34
C -2.33845 -1.64010 -0.39122 0.0 0.0 0.0 0.34
C -3.28545 -0.97749 0.38943 0.0 0.0 0.0 -0.53
C -4.48684 -1.60965 0.61706 0.0 0.0 0.0 -0.73
C -4.75297 -2.88146 0.08873 0.0 0.0 0.0 -0.51
C -3.81996 -3.54672 -0.67542 0.0 0.0 0.0 -0.49
C -2.60294 -2.90821 -0.90990 0.0 0.0 0.0 0.66
H 0.58186 -1.83256 -1.83142 0.0 0.0 0.0 0.43
H -3.07076 0.00059 0.79796 0.0 0.0 0.0 0.27
H -5.24060 -1.11790 1.21656 0.0 0.0 0.0 0.40
H -5.70815 -3.34845 0.28569 0.0 0.0 0.0 0.40
H -4.02421 -4.52825 -1.08024 0.0 0.0 0.0 0.41
Se -2.57666 2.72986 -3.74109 -0.4 0.3 0.0 -0.35
Sb -2.96078 4.59018 -2.25050 0.5 0.0 -1.4 0.74
Se -1.50063 6.39419 -2.22549 -0.3 0.2 0.1 -0.32
Se -3.92726 3.67508 -0.21506 0.6 -0.8 0.7 -0.27
Se -1.48304 2.59607 -0.84199 0.2 0.4 0.4 0.35
```
Forces are in eV/Å.